C24H18BrCrF5N6O4Si | wB97M-V/def2-TZVPD

* expectation value of S²: 3.78
* highest occupied orbital energy (spin up / spin down): -0.194 / -0.198 Eh
* gap between HOMO and LUMO (spin up / spin down): 0.277 / 0.279 Ha
* total charge: -1
* LUMO (spin up / spin down): 2.3 / 2.2 eV
* electronic energy: -162244.6445 eV
* spin multiplicity: 4

XYZ file:
```
60
Properties=species:S:1:pos:R:3:forces:R:3
Cr -0.311548 0.494180 0.251159 0.128 -0.057 -0.189
C -1.184438 -0.326885 -3.642790 -0.006 0.027 0.013
C -0.330121 -1.197962 -2.771967 -0.071 0.022 0.006
C 0.344422 -2.283956 -3.300044 -0.012 -0.026 -0.002
C 1.066193 -3.112810 -2.439410 0.007 0.004 -0.020
C 1.078309 -2.876899 -1.087796 -0.046 0.030 -0.119
C 0.354716 -1.765462 -0.605531 0.056 -0.054 0.178
N -0.295592 -0.929441 -1.461893 0.154 0.173 0.065
N 0.252174 -1.333232 0.657032 -0.026 -0.120 0.098
Si 0.524423 -2.052151 2.217109 0.016 -0.013 -0.022
C -0.948835 -1.689240 3.317715 -0.008 0.026 -0.020
C 0.656362 -3.925830 2.038784 -0.009 0.013 -0.015
C 2.099705 -1.417877 2.987861 0.005 -0.017 0.006
H -0.601564 0.109621 -4.454357 0.003 0.021 0.001
H -1.634918 0.464578 -3.052912 0.003 -0.020 -0.014
H -1.987054 -0.923195 -4.079978 0.008 -0.012 -0.016
H 0.298464 -2.480412 -4.362179 -0.005 0.000 -0.007
H 1.622043 -3.951233 -2.843275 0.004 -0.002 0.002
H 1.644249 -3.490424 -0.405070 -0.005 -0.013 0.009
H -1.811048 -1.393953 2.717221 -0.010 -0.029 -0.005
H -0.733643 -0.865820 3.999233 0.003 0.020 -0.002
H -1.227199 -2.568316 3.903995 0.008 -0.001 0.019
H -0.103289 -4.323600 1.362231 -0.015 -0.007 0.001
H 0.500619 -4.383084 3.019108 0.007 -0.003 0.017
H 1.635615 -4.248717 1.680778 0.011 0.000 -0.012
H 2.089448 -0.327959 2.987478 -0.002 0.023 0.014
H 2.974888 -1.749656 2.426668 0.013 -0.001 -0.004
H 2.200231 -1.763794 4.020163 -0.015 -0.015 0.009
Br -1.400407 3.085190 -2.346766 -0.077 0.034 0.002
C -1.510521 3.547461 -0.523661 0.026 0.071 -0.051
C -2.110479 4.749287 -0.183606 0.003 0.019 0.026
C -2.154282 5.094150 1.156081 0.023 -0.027 -0.012
C -1.596915 4.236681 2.088271 -0.002 -0.002 -0.037
C -1.034946 3.055458 1.644516 -0.045 -0.015 0.049
N -0.990887 2.706392 0.350441 0.060 -0.099 0.022
C -0.449483 2.064540 2.635502 0.091 0.086 -0.007
O -0.385089 2.370050 3.810920 -0.034 -0.014 -0.027
O -0.041809 0.972701 2.099286 -0.108 -0.064 0.046
H -2.523426 5.381968 -0.954410 -0.001 -0.002 0.000
H -2.618798 6.022123 1.462571 -0.009 0.005 0.003
H -1.592450 4.433474 3.149797 0.003 -0.001 0.008
F 5.292181 -0.600986 -3.820172 -0.005 -0.006 -0.007
C 4.364228 -0.190801 -2.938680 -0.019 0.017 0.041
C 3.201845 0.419323 -3.368406 0.011 0.001 0.023
F 2.997111 0.612683 -4.680413 0.001 -0.009 -0.014
C 2.254222 0.841878 -2.455384 0.041 0.069 -0.047
F 1.164205 1.473122 -2.927595 0.042 -0.120 0.031
C 2.396097 0.665293 -1.070896 0.080 -0.283 0.010
O 1.506713 1.028853 -0.199481 -0.130 0.500 0.004
C 3.607308 0.065811 -0.674658 -0.055 -0.018 -0.060
F 3.846808 -0.117114 0.629268 -0.011 -0.019 0.030
C 4.561773 -0.356066 -1.578338 -0.015 0.007 -0.048
F 5.688574 -0.938907 -1.142075 0.007 0.001 -0.002
O -2.266379 0.190341 0.336395 -0.095 -0.106 0.058
N -2.980873 0.774456 1.238575 -0.009 -0.003 -0.063
C -4.267567 0.614151 1.104766 -0.016 0.040 0.018
C -4.851730 -0.146350 0.035331 0.059 -0.030 -0.018
N -5.318844 -0.751676 -0.823218 -0.029 0.026 0.022
C -5.124360 1.254945 2.056462 0.018 -0.052 0.045
N -5.834416 1.755079 2.810266 -0.003 0.025 -0.034
```
Forces are in eV/Å.